C62H70BClNO6P2 | wB97M-V/def2-TZVPD

As for the HOMO energy: -4.92 eV. For the molecular weight, the calculation gives 1033.46 g mol⁻¹. For the LUMO energy, the calculation gives 2.152 eV. The energy above the lowest of the compared OMol25 structures with the same formula, charge and spin comes out at 0.0 kcal per mole. As for the HOMO-LUMO gap: 0.2598 hartree. The max |F| comes out at 0.9 eV/A. The total charge is -1.

Each atom is followed by the atoms it is bonded to, with distances in Å.
CARTESIAN COORDINATES (ANGSTROEM)
1 C 3.62412 -1.94478 1.83906  C2 1.508, H20 1.088, H21 1.095, H22 1.090
2 C 3.14651 -3.16774 1.09704  C1 1.508, O3 1.206, N4 1.427
3 O 3.73138 -3.59152 0.13125  C2 1.206
4 N 2.00657 -3.82274 1.65153  C2 1.427, C5 1.466, C6 1.467
5 C 1.99030 -5.25740 1.34905  N4 1.466, H23 1.089, H24 1.093, H25 1.091
6 C 0.71086 -3.17298 1.42851  N4 1.467, O7 1.389, C13 1.570, H26 1.096
7 O 0.53496 -2.72814 0.12484  C6 1.389, B8 1.493
8 B 0.37467 -1.24455 0.07240  O7 1.493, P9 2.000, O12 1.490, H27 1.226
9 P 1.91587 -0.57157 -1.01089  B8 2.000, O10 1.669, Cl11 2.103
10 O 1.32393 0.80266 -1.74930  P9 1.669, H28 0.963
11 Cl 1.91507 -1.93209 -2.61447  P9 2.103
12 O 0.64672 -0.81254 1.47172  B8 1.490, C13 1.409
13 C 0.33750 -1.91565 2.29119  C6 1.570, O12 1.409, C14 1.533, P18 1.858
14 C -1.17651 -1.97580 2.52185  C13 1.533, C15 1.516, H29 1.095, H30 1.092
15 C -1.72857 -0.70808 3.14404  C14 1.516, C16 1.469, O17 1.423, H31 1.087
16 C -2.93508 -0.08056 2.58899  C15 1.469, O17 1.445, H32 1.082, H33 1.084
17 O -2.97061 -0.82002 3.83020  C15 1.423, C16 1.445
18 P 1.18573 -1.70915 3.93115  C13 1.858, O19 1.484, H34 1.410, H35 1.410
19 O 2.04734 -2.77261 4.50570  P18 1.484
20 H 4.57390 -1.62582 1.41395  C1 1.088
21 H 2.90497 -1.13132 1.69588  C1 1.095
22 H 3.70007 -2.15441 2.90605  C1 1.090
23 H 2.48664 -5.48188 0.40635  C5 1.089
24 H 2.48580 -5.81044 2.15122  C5 1.093
25 H 0.96103 -5.61290 1.28864  C5 1.091
26 H -0.02168 -3.94625 1.68532  C6 1.096
27 H -0.73288 -0.91019 -0.33425  B8 1.226
28 H 2.03829 1.19144 -2.26472  O10 0.963
29 H -1.44728 -2.79699 3.19427  C14 1.095
30 H -1.70610 -2.11868 1.57800  C14 1.092
31 H -1.00762 -0.01270 3.56626  C15 1.087
32 H -3.46637 -0.57985 1.78920  C16 1.082
33 H -2.99796 0.99396 2.71533  C16 1.084
34 H 1.79557 -0.44875 3.76914  P18 1.410
35 H 0.10939 -1.41831 4.79492  P18 1.410
36 C -1.16595 -6.57367 -3.31605  C37 1.389, C41 1.389, H42 1.084
37 C -1.78490 -6.63872 -4.55791  C36 1.389, C38 1.388, H43 1.083
38 C -1.67194 -5.57546 -5.44276  C37 1.388, C39 1.389, H44 1.083
39 C -0.94201 -4.44956 -5.08526  C38 1.389, C40 1.388, H45 1.083
40 C -0.32656 -4.38157 -3.84338  C39 1.388, C41 1.390, H46 1.082
41 C -0.43912 -5.44618 -2.95717  C36 1.389, C40 1.390, H47 1.083
42 H -1.25503 -7.40282 -2.62385  C36 1.084
43 H -2.35565 -7.51658 -4.83508  C37 1.083
44 H -2.15622 -5.62330 -6.41053  C38 1.083
45 H -0.85474 -3.61952 -5.77545  C39 1.083
46 H 0.24680 -3.51446 -3.54392  C40 1.082
47 H 0.03982 -5.38425 -1.98743  C41 1.083
48 C -0.74098 2.65744 -5.95310  C49 1.388, C53 1.388, H54 1.083
49 C -0.36291 2.01566 -4.78189  C48 1.388, C50 1.388, H55 1.083
50 C -0.68884 2.56267 -3.54852  C49 1.388, C51 1.390, H56 1.082
51 C -1.39811 3.75699 -3.49129  C50 1.390, C52 1.390, H57 1.083
52 C -1.77335 4.40208 -4.66416  C51 1.390, C53 1.388, H58 1.083
53 C -1.44628 3.85161 -5.89619  C48 1.388, C52 1.388, H59 1.083
54 H -0.48555 2.22598 -6.91300  C48 1.083
55 H 0.18460 1.08198 -4.82265  C49 1.083
56 H -0.38972 2.05420 -2.64185  C50 1.082
57 H -1.65262 4.18701 -2.53037  C51 1.083
58 H -2.31985 5.33621 -4.61328  C52 1.083
59 H -1.73970 4.35313 -6.81019  C53 1.083
60 C 7.02269 -1.08364 -5.06445  C61 1.388, C65 1.389, H66 1.083
61 C 8.00247 -0.64568 -4.18382  C60 1.388, C62 1.389, H67 1.083
62 C 7.77216 -0.68953 -2.81478  C61 1.389, C63 1.389, H68 1.083
63 C 6.56447 -1.17243 -2.32836  C62 1.389, C64 1.389, H69 1.083
64 C 5.58443 -1.61388 -3.20809  C63 1.389, C65 1.388, H70 1.082
65 C 5.81551 -1.56678 -4.57600  C60 1.389, C64 1.388, H71 1.083
66 H 7.20074 -1.04918 -6.13235  C60 1.083
67 H 8.94570 -0.27254 -4.56376  C61 1.083
68 H 8.53638 -0.35055 -2.12566  C62 1.083
69 H 6.38222 -1.21463 -1.26165  C63 1.083
70 H 4.64559 -1.99097 -2.82516  C64 1.082
71 H 5.04926 -1.90726 -5.26114  C65 1.083
72 C 1.02350 2.58878 2.40387  C73 1.387, C77 1.389, H78 1.083
73 C 1.92845 2.10721 1.46962  C72 1.387, C74 1.385, H79 1.078
74 C 3.22975 2.58173 1.45144  C73 1.385, C75 1.388, H80 1.083
75 C 3.63967 3.52985 2.37833  C74 1.388, C76 1.388, H81 1.084
76 C 2.73659 4.01947 3.31229  C75 1.388, C77 1.391, H82 1.083
77 C 1.42572 3.55371 3.31819  C72 1.389, C76 1.391, H83 1.082
78 H 0.00859 2.20952 2.41162  C72 1.083
79 H 1.64716 1.35877 0.74718  C73 1.078
80 H 3.92736 2.19974 0.71665  C74 1.083
81 H 4.66273 3.88664 2.36863  C75 1.084
82 H 3.05239 4.76163 4.03567  C76 1.083
83 H 0.71677 3.93718 4.03998  C77 1.082
84 C -7.53084 7.08030 -3.88565  C85 1.388, C89 1.389, H90 1.083
85 C -6.23624 7.57180 -3.97318  C84 1.388, C86 1.389, H91 1.083
86 C -5.17213 6.69734 -4.15064  C85 1.389, C87 1.387, H92 1.083
87 C -5.40148 5.33207 -4.24240  C86 1.387, C88 1.389, H93 1.083
88 C -6.69833 4.84267 -4.15838  C87 1.389, C89 1.387, H94 1.083
89 C -7.76206 5.71412 -3.97787  C84 1.389, C88 1.387, H95 1.083
90 H -8.36023 7.76145 -3.74378  C84 1.083
91 H -6.05533 8.63678 -3.90228  C85 1.083
92 H -4.16181 7.08190 -4.21571  C86 1.083
93 H -4.57214 4.64942 -4.37876  C87 1.083
94 H -6.87681 3.77722 -4.23078  C88 1.083
95 H -8.77127 5.32925 -3.90515  C89 1.083
96 C 7.64551 1.40828 0.04934  C97 1.388, C101 1.389, H102 1.083
97 C 6.58295 0.93763 0.80816  C96 1.388, C98 1.388, H103 1.084
98 C 6.62752 1.02045 2.19333  C97 1.388, C99 1.388, H104 1.083
99 C 7.73351 1.57685 2.82051  C98 1.388, C100 1.389, H105 1.083
100 C 8.79706 2.04808 2.06181  C99 1.389, C101 1.388, H106 1.083
101 C 8.75356 1.96266 0.67680  C96 1.389, C100 1.388, H107 1.083
102 H 7.60584 1.34309 -1.03078  C96 1.083
103 H 5.71633 0.50743 0.31976  C97 1.084
104 H 5.79583 0.65171 2.78056  C98 1.083
105 H 7.76578 1.64393 3.90063  C99 1.083
106 H 9.65981 2.48344 2.55054  C100 1.083
107 H 9.58345 2.32905 0.08541  C101 1.083
108 C -3.05450 3.65751 6.59244  C109 1.389, C113 1.388, H114 1.083
109 C -1.75898 4.15613 6.63120  C108 1.389, C110 1.388, H115 1.083
110 C -0.68075 3.29425 6.48870  C109 1.388, C111 1.389, H116 1.083
111 C -0.89648 1.93568 6.29786  C110 1.389, C112 1.388, H117 1.083
112 C -2.19094 1.43528 6.26598  C111 1.388, C113 1.389, H118 1.082
113 C -3.26929 2.29772 6.41612  C108 1.388, C112 1.389, H119 1.083
114 H -3.89653 4.32908 6.70433  C108 1.083
115 H -1.59013 5.21647 6.77138  C109 1.083
116 H 0.33041 3.67959 6.52221  C110 1.083
117 H -0.05285 1.26631 6.18113  C111 1.083
118 H -2.36389 0.37724 6.11743  C112 1.082
119 H -4.27828 1.90585 6.39443  C113 1.083
120 C -2.67228 -7.03377 3.18646  C121 1.388, C125 1.388, H126 1.083
121 C -2.71783 -5.74054 2.68375  C120 1.388, C122 1.389, H127 1.083
122 C -2.65028 -5.52622 1.31344  C121 1.389, C123 1.388, H128 1.083
123 C -2.56131 -6.60557 0.44560  C122 1.388, C124 1.388, H129 1.083
124 C -2.51665 -7.89832 0.94949  C123 1.388, C125 1.388, H130 1.083
125 C -2.56631 -8.11286 2.32019  C120 1.388, C124 1.388, H131 1.083
126 H -2.71853 -7.19985 4.25533  C120 1.083
127 H -2.80170 -4.89876 3.35964  C121 1.083
128 H -2.67224 -4.51809 0.91834  C122 1.083
129 H -2.52321 -6.44161 -0.62401  C123 1.083
130 H -2.44455 -8.74011 0.27197  C124 1.083
131 H -2.52692 -9.12104 2.71319  C125 1.083
132 C -4.76969 3.36419 -0.10177  C133 1.389, C137 1.387, H138 1.083
133 C -5.53687 3.26504 -1.25497  C132 1.389, C134 1.388, H139 1.080
134 C -6.60289 2.37790 -1.30274  C133 1.388, C135 1.388, H140 1.083
135 C -6.90133 1.58569 -0.20288  C134 1.388, C136 1.387, H141 1.083
136 C -6.12926 1.67909 0.94609  C135 1.387, C137 1.388, H142 1.083
137 C -5.06654 2.57063 0.99664  C132 1.387, C136 1.388, H143 1.082
138 H -3.93437 4.05176 -0.06380  C132 1.083
139 H -5.30505 3.87401 -2.11620  C133 1.080
140 H -7.19929 2.29683 -2.20319  C134 1.083
141 H -7.72972 0.88979 -0.24395  C135 1.083
142 H -6.35316 1.05613 1.80305  C136 1.083
143 H -4.46435 2.64004 1.89323  C137 1.082